Entry 1:
Formula: C24H60BF4N4O8
Source: the OMol25 dataset
Level of theory: ωB97M-V with the def2-TZVPD basis set

Net charge   -1
Kohn-Sham gap   10.089 eV
E_tot   -59745.09893 eV
LUMO   2.28 eV

Atoms and positions in Å:
B 0.2568 -0.0629 -0.0233
F 1.1088 0.2585 -1.0482
F -0.6112 -1.1047 -0.2561
F 0.9599 -0.2465 1.1655
F -0.5160 1.1128 0.1758
C -0.7142 1.6842 3.7114
C -1.3488 1.8019 5.1197
N -1.7811 1.7983 6.1651
H -0.6651 0.6030 3.5452
H -1.2471 2.0743 2.8644
H 0.3498 2.2426 3.9210
C 0.2576 -4.4208 -1.2149
C 0.4906 -4.7520 -2.7054
N 0.6843 -4.9313 -3.8161
H -0.6126 -4.8707 -0.7948
H 1.2254 -4.8526 -0.9329
H 0.2856 -3.4761 -0.7565
C -1.6471 1.9216 -3.1146
C -2.1490 3.2419 -3.6616
N -2.5716 4.2186 -3.9954
H -2.3566 1.1821 -3.3783
H -0.7782 1.7108 -3.6312
H -1.6513 2.1170 -2.0001
C -3.3189 -2.5026 1.2272
C -3.7378 -1.5593 2.2430
N -4.0665 -0.8433 3.0855
H -3.5183 -3.5401 1.3078
H -3.5902 -2.1566 0.2346
H -2.1490 -2.3671 1.2695
C 3.6844 0.4647 4.9267
C 2.5926 0.0372 4.1041
O 2.6596 0.7986 2.8773
H 3.7364 -0.0857 5.8407
H 3.4754 1.5193 5.3872
H 4.5628 0.5850 4.4414
H 1.4783 0.2328 4.3462
H 2.6527 -1.2245 3.9628
H 2.4534 0.2830 2.1384
C 1.5043 -1.7414 -5.0969
C 0.6885 -0.9824 -4.0672
O 1.4049 0.2979 -3.9042
H 1.5325 -1.3025 -6.1055
H 1.0643 -2.6151 -5.3163
H 2.6138 -1.9183 -4.5845
H 0.6174 -1.3184 -2.9760
H -0.3083 -0.8025 -4.3200
H 1.4128 0.3796 -2.9594
C 3.9456 4.0714 -0.9428
C 3.0671 2.9763 -0.5958
O 1.8105 3.1988 -1.3085
H 4.3489 3.9947 -1.9319
H 4.8223 3.9085 -0.4083
H 3.3947 5.0740 -0.7544
H 2.9869 3.0114 0.4277
H 3.4551 2.0856 -0.7269
H 1.1554 2.5551 -1.0513
C 5.4010 -0.1548 -0.0522
C 4.4932 -0.8690 -1.1232
O 3.3966 -1.4569 -0.4902
H 5.6160 -0.8366 0.8486
H 4.9039 0.5630 0.3792
H 6.3559 0.0101 -0.4990
H 4.8778 -1.7222 -1.6287
H 4.1486 -0.1040 -1.8249
H 2.6180 -0.8908 -0.1792
C -2.0471 4.4863 0.1877
C -0.9054 5.1655 0.9868
O -1.3179 6.4344 1.4621
H -1.5107 3.6642 -0.2160
H -1.9539 4.9926 -0.7588
H -3.1695 4.2939 0.5561
H -0.0932 5.2906 0.4513
H -0.7503 4.5289 1.6799
H -0.6685 6.9124 1.7752
C 0.3577 -3.9705 2.6455
C -0.1188 -3.2591 3.9126
O -0.2108 -4.2239 4.9388
H -0.3779 -4.7950 2.3514
H 1.4703 -4.3343 2.7276
H 0.3953 -3.0271 2.0649
H -1.0387 -2.6450 3.6994
H 0.6154 -2.3395 4.1215
H -0.6432 -3.8783 5.6873
C -3.0271 -3.8486 -3.4152
C -2.4295 -2.6851 -2.6829
O -3.3953 -1.5879 -2.6103
H -3.8208 -4.1908 -2.9245
H -2.2421 -4.4410 -3.5003
H -3.1529 -3.6707 -4.3979
H -1.6460 -2.4415 -3.3029
H -2.1052 -2.7205 -1.5558
H -3.1840 -0.9950 -1.8371
C -5.1565 1.4382 -0.9126
C -3.9385 1.2249 0.1412
O -3.1476 0.3683 -0.5572
H -5.7272 0.4405 -1.0552
H -4.7043 1.6476 -1.9085
H -5.5792 2.2379 -0.3435
H -4.1774 0.7566 1.1095
H -3.4225 2.2666 0.1935
H -2.3881 0.6016 -0.2533

Here are the Mulliken charges for atoms 1 to 6, given in e: B -0.43; F 0.09; F 0.30; F -0.01; F -0.17; C 0.31

=====

Entry 2:
Formula: C32H26IrN2O7P2S6
Source: the OMol25 dataset
Level of theory: ωB97M-V with the def2-TZVPD basis set

Net charge   0
⟨S²⟩   0.7626
Kohn-Sham gap (spin up / spin down)   6.330 / 5.833 eV
Spin multiplicity   2
E_tot   -137353.54682 eV
LUMO (spin up / spin down)   -1.01 / -1.51 eV

Atoms and positions in Å:
Ir -0.9043 0.4636 -0.1544
S 5.2912 4.0972 -1.1670
C 5.2683 4.8997 -2.6732
C 4.0546 4.8046 -3.2749
C 3.1178 4.0643 -2.4965
C 3.6457 3.6140 -1.3215
C 2.9843 2.7844 -0.2960
C 1.6627 2.3432 -0.5213
N 1.0174 1.5650 0.3281
C 1.6104 1.2146 1.4780
C 2.9114 1.5777 1.7883
C 3.4932 1.0875 3.0119
C 2.7824 0.3024 3.8441
C 1.4137 -0.0461 3.5475
C 0.6493 -0.8887 4.3664
C -0.6325 -1.2136 4.0101
C -1.1437 -0.6348 2.8308
N -0.4549 0.1488 2.0375
C 0.8327 0.4328 2.3770
C -1.4676 -2.1399 4.8050
C -1.1689 -2.7267 6.0001
C -2.1956 -3.5954 6.4683
C -3.2530 -3.6444 5.6150
S -3.0136 -2.6534 4.2510
C 3.6026 2.3779 0.8619
H 6.1573 5.4000 -3.0298
H 3.8273 5.2452 -4.2372
H 2.0860 3.8905 -2.7895
H 1.1226 2.6423 -1.4123
H 4.5224 1.3478 3.2337
H 3.2317 -0.1035 4.7437
H 1.1005 -1.2977 5.2646
H -2.1685 -0.8248 2.5284
H -0.2483 -2.5457 6.5426
H -2.1455 -4.1503 7.3962
H -4.1627 -4.2206 5.7083
H 4.6253 2.6711 1.0766
C -2.4294 1.0728 -4.8793
C -1.1678 1.5298 -4.1637
O -0.2653 2.2111 -5.0671
P -0.1971 0.1073 -3.5222
O -1.1111 -1.1751 -3.5548
O 0.8466 -0.1691 -4.6755
O 0.4487 0.3338 -2.1900
P -1.4421 2.6610 -2.7234
O -2.7098 3.5021 -3.2292
O -0.2064 3.4976 -2.6756
O -1.9022 1.8902 -1.4923
H -2.1983 0.3156 -5.6294
H -2.8929 1.9322 -5.3590
H -3.1323 0.6493 -4.1603
H 0.0645 2.9866 -4.5760
H -1.1409 -1.6504 -2.7032
H 0.9043 0.6094 -5.2630
H -3.2260 3.8287 -2.4751
S -1.0597 3.3546 1.4406
S -2.7395 2.8998 2.2717
S -3.9466 1.8950 0.7892
S -3.0886 0.0664 0.5671
C -2.7763 -4.8257 -1.1044
C -3.2362 -3.5143 -1.3509
C -2.4485 -2.4377 -1.0584
C -1.1527 -2.5857 -0.4790
C -0.3063 -1.4744 -0.0974
C 0.9817 -1.7633 0.2801
C 1.4635 -3.0889 0.4062
C 0.6430 -4.1439 0.1612
C -0.6769 -3.9185 -0.2974
C -1.5235 -5.0150 -0.6052
H -3.4135 -5.6733 -1.3257
H -4.2158 -3.3611 -1.7867
H -2.8115 -1.4440 -1.2823
H 1.6752 -0.9643 0.5036
H 2.4909 -3.2461 0.7152
H 0.9928 -5.1640 0.2840
H -1.1459 -6.0175 -0.4339

Here are the Mulliken charges for atoms 1 to 6, given in e: Ir 1.95; S -0.22; C -0.31; C -0.78; C -0.17; C 0.20